Below is C14H32EuNO2P2Si as an isolated structure in a non-equilibrium geometry, with properties calculated with wB97M-V/def2-TZVPD.

Each line ends with the Mulliken spin population.
CARTESIAN COORDINATES (ANGSTROEM)
Eu: -1.286 -0.307 0.437  5.1569
P: 0.087 2.479 -0.655  0.5075
C: 0.234 1.528 -2.214  0.7236
C: 0.638 0.200 -2.435  -0.1701
N: 0.684 -0.762 -1.398  0.1580
C: 1.536 -1.802 -1.479  -0.0306
C: 2.214 -2.011 -2.670  0.1811
C: 1.914 -1.273 -3.833  -0.0425
C: 1.026 -0.239 -3.739  0.2077
C: 1.862 -2.622 -0.278  0.0005
P: 0.763 -2.602 1.169  0.0053
H: 0.664 0.318 -4.603  -0.0008
H: 2.990 -2.739 -2.668  0.0109
H: 2.441 -1.481 -4.778  0.0002
H: 1.996 -3.654 -0.579  -0.0046
H: 2.843 -2.302 0.075  0.0024
H: -4.412 -0.310 -2.023  0.0008
H: -0.437 1.883 -3.008  0.0216
H: -3.649 -4.167 -0.220  0.0001
O: -4.088 0.556 -1.805  -0.0016
H: -4.909 1.212 -1.587  0.0009
H: -2.641 -0.869 1.073  -0.0354
O: -2.991 -3.912 0.423  0.0004
H: -3.418 -4.202 1.256  0.0000
C: -0.071 -4.220 0.896  -0.0029
H: 0.673 -5.036 0.914  0.0005
H: -0.831 -4.378 1.681  0.0004
H: -0.609 -4.199 -0.064  -0.0002
C: 1.925 -3.133 2.517  0.0007
H: 1.538 -2.780 3.481  0.0001
H: 2.030 -4.225 2.566  -0.0003
H: 2.916 -2.687 2.362  0.0000
C: 1.781 2.992 -0.902  0.0495
H: 1.813 3.566 -1.837  -0.0029
H: 2.313 3.550 -0.149  0.0167
H: 2.363 2.061 -1.070  -0.0071
C: -1.131 3.820 -1.081  -0.0046
H: -1.026 4.732 -0.472  0.0130
H: -0.997 4.116 -2.137  0.0028
H: -2.183 3.492 -0.966  0.0038
C: 0.435 3.857 2.278  0.0798
Si: -0.303 2.281 1.636  0.1214
C: 0.634 0.780 2.321  0.0020
C: -2.132 2.107 2.099  0.0319
H: 1.530 3.794 2.277  -0.0071
H: 0.109 4.041 3.311  0.0087
H: 0.142 4.725 1.678  0.0074
H: 1.275 1.215 3.104  0.0008
H: -0.008 0.014 2.809  -0.0046
H: 1.291 0.278 1.588  0.0001
H: -2.233 2.589 3.086  0.0025
H: -2.777 2.647 1.390  -0.0009
H: -2.527 1.079 2.222  -0.0035

## Properties
* HOMO level (alpha / beta): -7.14 / -8.03 eV
* expectation value of S²: 15.813
* energy: -2439.8729 hartree
* LUMO level (alpha / beta): -2.22 / -4.40 eV
* orbital gap (alpha / beta): 0.1808 / 0.1333 Eh
* multiplicity: 8
* net charge: +1
* relative energy (zero: lowest compared OMol25 entry of this formula, charge and spin): 9.0378 eV

Below is C14H32N6O6STi as an isolated structure in a non-equilibrium geometry, with properties calculated with wB97M-V/def2-TZVPD.

Each line ends with the Mulliken spin population.
CARTESIAN COORDINATES (ANGSTROEM)
O: -0.301 -1.415 -5.368  0.0538
H: -0.480 -1.297 -6.329  -0.0027
Ti: -0.317 0.219 -2.321  -0.4585
N: 1.398 -0.941 -2.236  0.1584
N: -0.819 -1.641 -1.335  0.2121
N: 0.713 1.891 -1.678  -0.0143
N: -1.352 1.047 -0.645  0.0019
O: 2.576 -0.428 -2.373  0.3705
O: 2.028 2.126 -1.989  -0.0050
O: -2.160 0.406 0.235  0.0069
O: -1.693 -1.917 -0.415  0.3334
C: -0.073 -2.677 -1.803  -0.0649
C: 1.163 -2.275 -2.375  -0.0009
C: 0.089 2.840 -0.947  0.0032
C: -1.062 2.333 -0.296  -0.0177
C: 2.143 -3.179 -3.038  0.0121
H: 2.172 -2.982 -4.131  -0.0014
H: 1.832 -4.227 -2.900  0.0037
H: 3.140 -3.030 -2.595  -0.0018
C: -0.555 -4.065 -1.589  0.0134
H: -1.534 -4.195 -2.072  -0.0097
H: -0.687 -4.303 -0.522  -0.0027
H: 0.150 -4.783 -2.024  0.0019
C: 0.659 4.192 -0.779  0.0005
C: -1.822 3.045 0.771  0.0033
H: 1.294 4.437 -1.634  0.0003
H: 1.255 4.254 0.139  0.0005
H: -0.129 4.951 -0.705  0.0002
H: -2.378 2.353 1.418  -0.0003
H: -2.552 3.750 0.337  -0.0015
H: -1.153 3.641 1.410  -0.0004
H: 2.416 1.178 -2.056  -0.0021
H: -2.028 -0.610 -0.012  -0.0004
C: -1.646 -0.081 -3.767  0.4556
H: -1.124 -0.997 -4.828  0.0007
H: -1.691 0.836 -4.358  -0.0198
H: -2.626 -0.477 -3.515  -0.0070
O: 0.590 0.622 -4.142  -0.0038
H: 0.505 -0.166 -4.822  -0.0147
H: 1.307 1.249 -4.365  0.0004
C: -1.085 -2.149 4.785  -0.0002
C: 0.129 -1.563 4.090  0.0005
N: -0.285 -0.908 2.817  0.0006
C: 0.606 -0.012 2.274  -0.0015
S: 1.356 -0.222 0.778  -0.0017
N: 0.893 1.082 3.006  0.0001
C: 0.027 1.627 4.062  -0.0002
C: 0.872 2.184 5.203  0.0000
H: -1.857 -1.388 4.937  0.0000
H: -0.782 -2.523 5.768  0.0000
H: -1.492 -2.985 4.208  -0.0001
H: 0.625 -0.819 4.733  -0.0001
H: 0.856 -2.361 3.851  0.0000
H: -0.593 -1.596 2.118  -0.0010
H: 1.510 1.744 2.535  0.0003
H: -0.611 2.416 3.628  0.0000
H: -0.641 0.824 4.402  0.0000
H: 1.342 3.129 4.899  0.0000
H: 0.231 2.375 6.076  0.0000
H: 1.651 1.461 5.485  0.0000

## Properties
* HOMO level (alpha / beta): -10.99 / -10.60 eV
* expectation value of S²: 1.107
* energy: -2579.8135 hartree
* LUMO level (alpha / beta): -4.60 / -4.93 eV
* orbital gap (alpha / beta): 0.2346 / 0.2081 Eh
* multiplicity: 2
* net charge: +1

Below is C14H32O10Sr as an isolated structure in a non-equilibrium geometry, with properties calculated with wB97M-V/def2-TZVPD.

Each line ends with the Löwdin charge.
CARTESIAN COORDINATES (ANGSTROEM)
Sr: 32.138 2.092 23.406  1.0003
C: 29.392 4.565 25.350  -1.1928
O: 30.422 4.293 25.898  -0.0809
O: 28.276 4.316 25.816  -0.0296
O: 29.463 4.713 24.123  -0.0706
C: 28.614 -0.287 23.782  -1.0477
O: 28.945 0.476 22.836  -0.1271
O: 29.361 -0.244 24.747  -0.0434
O: 27.501 0.110 24.159  -0.0158
C: 32.061 2.654 17.257  -0.0853
C: 31.868 4.044 17.855  -0.4502
C: 30.710 4.799 17.164  -0.0671
O: 31.549 3.800 19.252  -0.0951
H: 31.188 2.004 17.195  0.0783
H: 32.796 1.967 17.676  0.0711
H: 32.341 2.748 16.207  0.0647
H: 32.821 4.571 17.806  0.1208
H: 30.871 5.011 16.107  0.0643
H: 30.496 5.784 17.580  0.0732
H: 29.821 4.172 17.104  0.0816
H: 30.911 4.434 19.587  0.0783
C: 35.176 1.587 29.495  -0.0769
C: 34.931 0.611 28.395  -0.6087
C: 34.155 -0.595 28.779  -0.0592
O: 34.197 1.236 27.471  -0.0383
H: 34.384 1.914 30.168  0.0866
H: 35.662 2.468 29.076  0.0848
H: 35.884 1.209 30.233  0.0721
H: 35.899 0.304 28.001  0.1372
H: 33.243 -0.238 29.259  0.0929
H: 34.705 -1.285 29.418  0.0725
H: 33.995 -1.140 27.849  0.0863
H: 33.699 1.934 27.903  0.1053
C: 33.617 -2.490 21.060  -0.0783
C: 33.896 -2.401 22.553  -0.5363
C: 34.760 -3.602 22.971  -0.0602
O: 34.541 -1.209 22.797  -0.1070
H: 33.300 -1.494 20.751  0.0723
H: 32.989 -3.290 20.668  0.0748
H: 34.547 -2.706 20.533  0.0664
H: 32.936 -2.362 23.067  0.1409
H: 34.380 -4.443 22.390  0.0700
H: 34.813 -3.751 24.049  0.0765
H: 35.720 -3.429 22.485  0.0692
H: 35.496 -1.285 22.732  0.0786
C: 36.744 5.962 21.653  -0.0955
C: 36.482 4.636 22.234  -0.5143
C: 37.386 4.204 23.427  -0.0545
O: 35.148 4.690 22.706  -0.1245
H: 37.782 6.066 21.337  0.0754
H: 36.539 6.855 22.243  0.0864
H: 36.107 6.148 20.788  0.0786
H: 36.476 3.810 21.522  0.1231
H: 38.412 4.123 23.067  0.0629
H: 37.037 3.221 23.742  0.0687
H: 37.389 4.951 24.222  0.0761
H: 34.679 5.432 22.316  0.0691

## Properties
* HOMO level: 1.03 eV
* energy: -1335.3465 hartree
* LUMO level: 3.61 eV
* orbital gap: 0.0947 Eh
* net charge: -2
* relative energy (zero: lowest compared OMol25 entry of this formula, charge and spin): 0.0000 eV

Below is a 6-piece molecular cluster, C14H32O22S6 overall in a non-equilibrium geometry, with properties calculated with wB97M-V/def2-TZVPD.

Each line ends with the Löwdin charge.
CARTESIAN COORDINATES (ANGSTROEM)
C: 16.032 3.626 -21.773  -0.0654
C: 16.361 4.594 -22.890  -0.3168
O: 17.663 5.088 -22.761  -0.2859
S: 18.992 4.168 -23.296  0.7169
C: 19.131 4.860 -25.037  -0.0940
O: 20.206 4.671 -22.621  -0.3073
O: 18.587 2.777 -23.353  -0.2997
H: 16.463 2.676 -22.087  0.0682
H: 14.966 3.638 -21.545  0.0802
H: 16.575 4.005 -20.907  0.0853
H: 16.336 4.078 -23.850  0.1109
H: 15.719 5.475 -22.906  0.1240
H: 18.906 5.925 -24.972  0.0623
H: 18.415 4.370 -25.698  0.0601
H: 20.148 4.637 -25.359  0.0612
C: 2.602 11.535 -8.912  -0.0560
C: 2.226 10.492 -9.991  -0.2402
O: 2.368 11.237 -11.241  -0.3158
S: 1.843 10.456 -12.593  0.6758
C: 3.539 9.973 -13.094  -0.1034
O: 1.039 9.265 -12.245  -0.3169
O: 1.185 11.455 -13.420  -0.2903
H: 1.727 12.065 -8.535  0.0768
H: 3.403 12.188 -9.258  0.0806
H: 2.951 10.942 -8.067  0.0721
H: 2.981 9.715 -10.115  0.1079
H: 1.237 10.050 -9.865  0.1149
H: 3.941 10.740 -13.757  0.0674
H: 3.685 9.008 -13.579  0.0698
H: 4.132 9.944 -12.180  0.0573
O: 5.801 7.386 -30.243  -0.2546
S: 7.009 8.171 -29.994  0.7494
O: 8.335 7.562 -30.272  -0.2671
O: 6.953 9.599 -30.854  -0.1872
C: 7.223 10.642 -29.948  -0.2168
C: 6.708 10.237 -28.548  -0.1395
O: 6.996 8.808 -28.457  -0.2115
H: 8.264 10.966 -29.968  0.1321
H: 6.603 11.492 -30.232  0.1301
H: 5.627 10.367 -28.496  0.1321
H: 7.363 10.798 -27.881  0.1329
O: 4.034 -2.647 -24.947  -0.2117
S: 4.657 -1.389 -25.035  0.7254
O: 5.457 -0.886 -23.885  -0.2534
O: 5.581 -1.337 -26.380  -0.2281
C: 4.708 -1.275 -27.499  -0.1547
C: 4.028 0.050 -27.075  -0.1858
O: 3.686 -0.191 -25.721  -0.2076
H: 5.305 -1.282 -28.411  0.1385
H: 4.022 -2.120 -27.429  0.1227
H: 3.165 0.278 -27.700  0.1253
H: 4.585 0.986 -27.132  0.1294
O: 13.907 8.107 -27.110  -0.2623
S: 13.808 9.525 -27.473  0.7280
O: 13.684 9.785 -28.871  -0.2217
O: 12.661 10.274 -26.490  -0.2303
C: 13.184 10.959 -25.350  -0.1372
C: 14.782 10.874 -25.484  -0.1440
O: 15.053 10.412 -26.809  -0.2283
H: 12.829 11.987 -25.420  0.1246
H: 12.894 10.377 -24.475  0.1245
H: 15.216 10.076 -24.881  0.1199
H: 15.338 11.796 -25.314  0.1266
O: 9.522 5.138 -18.865  -0.2419
S: 8.665 5.820 -19.850  0.8039
O: 7.886 6.988 -19.494  -0.2420
O: 9.668 6.134 -21.259  -0.1921
C: 8.881 6.037 -22.365  -0.2763
C: 7.529 5.332 -22.125  -0.1536
O: 7.779 4.779 -20.817  -0.2139
H: 8.669 7.050 -22.707  0.1281
H: 9.382 5.339 -23.034  0.1316
H: 7.350 4.561 -22.875  0.1351
H: 6.840 6.172 -22.208  0.1211

## Properties
* HOMO level: -11.08 eV
* SMILES string: CCOS(C)(=O)=O.CCOS(C)(=O)=O.O=S1(=O)OCCO1.O=S1(=O)OCCO1.O=S1(=O)OCCO1.O=S1(=O)OCCO1
* energy: -4596.7447 hartree
* LUMO level: -0.06 eV
* orbital gap: 0.4052 Eh
* net charge: 0